Entry 1:
This record from the Open Molecules 2025 dataset describes a 11-piece molecular cluster, C65H184F8N30O11P10 overall in a non-equilibrium geometry. The level of theory is ωB97M-V with the def2-TZVPD basis set.

Element x y z (Å)
O1 -9.1315 -12.1930 26.7664
P1 -7.9639 -11.3701 26.5545
N1 -8.3968 -9.7568 26.2798
C1 -7.4262 -8.7542 25.8012
C2 -9.5114 -9.1141 26.9585
N2 -6.9673 -11.6814 25.2822
C3 -6.1929 -12.8950 25.4276
C4 -7.5256 -11.5522 23.9137
N3 -6.8966 -11.3667 27.8463
C5 -7.1672 -12.2369 29.0775
C6 -5.8368 -10.4082 27.9853
H1 -6.5963 -9.1879 25.2069
H2 -6.9402 -8.2067 26.6019
H3 -7.9332 -8.0136 25.2080
H4 -9.9201 -8.3340 26.3147
H5 -9.1925 -8.6071 27.8883
H6 -10.2547 -9.8614 27.2069
H7 -5.4513 -13.0290 24.6280
H8 -5.5697 -12.8197 26.3265
H9 -6.8283 -13.7630 25.4309
H10 -6.8723 -12.0801 23.2289
H11 -8.4939 -12.0790 23.8300
H12 -7.6805 -10.5981 23.4762
H13 -7.6540 -11.7257 29.9436
H14 -7.8726 -13.0006 28.7597
H15 -6.2529 -12.6886 29.4154
H16 -5.5661 -9.8672 27.0630
H17 -4.9609 -10.8929 28.4416
H18 -6.0498 -9.5519 28.6210
O2 -5.0659 -11.0926 34.5162
P2 -3.8549 -11.6594 33.9148
N4 -3.4807 -13.1032 34.7151
C7 -2.0877 -13.5354 34.5978
C8 -3.9861 -13.3730 36.0501
N5 -2.5426 -10.5384 33.9805
C9 -1.4342 -10.5117 33.0656
C10 -2.6667 -9.2846 34.7579
N6 -3.8893 -11.9905 32.2643
C11 -4.0358 -10.9252 31.3223
C12 -4.4871 -13.2377 31.8995
H19 -1.9229 -14.3870 35.2370
H20 -1.3905 -12.8002 34.9944
H21 -1.8925 -13.7903 33.5403
H22 -3.3815 -12.9335 36.8651
H23 -4.0416 -14.4736 36.3398
H24 -4.9870 -12.8709 36.0017
H25 -0.4265 -10.6350 33.6597
H26 -1.5113 -11.3410 32.3600
H27 -1.3472 -9.5425 32.6037
H28 -2.6836 -8.3233 34.1982
H29 -3.6855 -9.1590 35.2653
H30 -1.8269 -9.2676 35.4604
H31 -3.3215 -10.1432 31.5376
H32 -3.7568 -11.2758 30.3309
H33 -5.0626 -10.4589 31.3158
H34 -4.0009 -13.6930 31.0322
H35 -5.5547 -13.0983 31.5553
H36 -4.5170 -14.0230 32.6635
O3 0.4112 -10.9555 25.8325
P3 -0.6505 -11.3146 26.7710
N7 -1.9711 -10.1966 26.8854
C13 -2.4114 -9.7138 25.4936
C14 -1.7621 -9.0012 27.7612
N8 0.0362 -11.6305 28.2925
C15 1.4855 -11.5579 28.5240
C16 -0.7672 -12.2829 29.2216
N9 -1.4746 -12.6617 26.2699
C17 -0.5229 -13.7314 26.1452
C18 -2.8445 -12.7820 25.7800
H37 -1.9228 -10.2694 24.7201
H38 -2.0664 -8.6755 25.2958
H39 -3.4939 -9.8827 25.4240
H40 -1.4985 -9.2919 28.7952
H41 -2.7179 -8.5822 27.8005
H42 -1.1015 -8.2128 27.3218
H43 1.9077 -12.5117 28.1962
H44 1.7229 -10.6344 28.0017
H45 1.6487 -11.3956 29.6248
H46 -0.6722 -13.4318 29.1469
H47 -0.5609 -12.0534 30.2529
H48 -1.7677 -11.9926 29.0692
H49 0.0679 -13.6063 25.2443
H50 0.1268 -13.7202 27.0360
H51 -1.0770 -14.6557 26.1726
H52 -3.3895 -12.0868 26.4367
H53 -3.2686 -13.8532 25.8491
H54 -2.9238 -12.5259 24.7111
O4 -12.6612 -15.1710 31.0912
P4 -11.5296 -14.4608 31.7677
N10 -11.4915 -14.7925 33.3981
C19 -11.8401 -16.1043 33.8092
C20 -10.7437 -14.0010 34.4205
N11 -11.6148 -12.7722 31.8487
C21 -12.6913 -12.2955 32.6319
C22 -11.3492 -12.0237 30.6865
N12 -10.0473 -14.8553 31.1144
C23 -8.8791 -14.0860 31.4975
C24 -10.0630 -15.2070 29.7004
H55 -12.8818 -16.1871 34.2423
H56 -11.1183 -16.5616 34.5018
H57 -11.8085 -16.7278 32.9302
H58 -9.7390 -14.3634 34.5979
H59 -11.2560 -13.9862 35.3632
H60 -10.6837 -12.9541 34.1410
H61 -13.0409 -13.1366 33.2074
H62 -12.3304 -11.4260 33.2093
H63 -13.5180 -11.8899 32.0172
H64 -11.4943 -10.9262 30.8253
H65 -10.4033 -12.1997 30.2036
H66 -11.9951 -12.3205 29.8890
H67 -7.8874 -14.5309 31.2368
H68 -8.9152 -13.0707 31.1523
H69 -8.7412 -13.9247 32.5738
H70 -9.4984 -16.1499 29.4890
H71 -9.5516 -14.3997 29.0737
H72 -11.0407 -15.2966 29.2712
O5 -2.3625 -17.8341 24.3622
P5 -2.6853 -17.3932 23.0153
N13 -1.7759 -16.1049 22.4885
C25 -0.4239 -15.7503 22.9788
C26 -2.1849 -15.5315 21.1678
N14 -4.2715 -16.8873 22.9726
C27 -5.1532 -16.8924 21.8537
C28 -4.7042 -16.0003 24.0081
N15 -2.7068 -18.6529 21.8335
C29 -1.3855 -19.1570 21.5398
C30 -3.5540 -19.7896 22.2131
H73 -0.2512 -16.3969 23.8211
H74 -0.4428 -14.6912 23.2788
H75 0.2827 -15.8346 22.1408
H76 -1.4274 -15.8450 20.4378
H77 -2.2560 -14.4479 21.1397
H78 -3.1446 -15.9862 20.8449
H79 -5.3376 -15.8919 21.4204
H80 -4.8425 -17.6129 21.0958
H81 -6.1402 -17.2731 22.2853
H82 -5.6332 -16.3856 24.4526
H83 -3.9263 -15.9567 24.7645
H84 -4.9117 -14.9591 23.6820
H85 -0.9182 -19.6900 22.4041
H86 -1.4481 -19.8857 20.7031
H87 -0.7021 -18.3061 21.1902
H88 -3.5531 -20.5768 21.4982
H89 -4.5963 -19.4736 22.5910
H90 -3.1334 -20.2192 23.1301
O6 -6.5653 -18.4256 37.7183
P6 -6.4133 -18.0281 36.3350
N16 -5.0879 -18.4491 35.3089
C31 -3.9107 -17.9173 35.9091
C32 -4.9960 -19.9468 35.1530
N17 -6.4572 -16.3462 36.1289
C33 -6.4850 -15.7984 34.8066
C34 -7.1923 -15.5302 37.1429
N18 -7.6719 -18.8488 35.4988
C35 -7.9180 -18.7219 34.0560
C36 -8.7468 -19.4927 36.2281
H91 -4.1109 -16.8627 36.0393
H92 -3.0385 -18.0866 35.2708
H93 -3.7258 -18.2969 36.9228
H94 -5.6997 -20.3056 34.3830
H95 -5.3214 -20.4852 36.0366
H96 -4.0424 -20.1612 34.7837
H97 -7.5181 -15.8486 34.4688
H98 -6.1648 -14.7636 34.8764
H99 -5.8849 -16.3115 34.0459
H100 -6.8163 -14.5108 37.1579
H101 -8.2944 -15.5619 36.8836
H102 -7.0436 -15.9907 38.1057
H103 -7.0283 -18.4873 33.5183
H104 -8.4240 -19.6289 33.7046
H105 -8.7376 -17.9664 33.9460
H106 -8.7913 -20.5443 35.9570
H107 -9.6839 -19.0058 35.8945
H108 -8.5314 -19.3772 37.2958
O7 -5.9557 -15.7050 30.8296
P7 -4.9499 -16.7328 30.2976
N19 -3.4462 -16.9971 31.1316
C37 -3.4976 -17.4961 32.5319
C38 -2.2298 -16.0603 31.0217
N20 -4.5255 -16.3822 28.7604
C39 -3.5418 -17.2539 28.1507
C40 -5.0837 -15.3060 28.0002
N21 -5.6144 -18.3264 30.3605
C41 -4.9370 -19.5829 30.3974
C42 -7.0389 -18.4262 30.0199
H109 -4.3425 -18.2153 32.5366
H110 -3.5527 -16.6393 33.2238
H111 -2.5754 -18.1093 32.7818
H112 -2.1154 -15.6315 29.9558
H113 -1.4007 -16.7013 31.2057
H114 -2.4132 -15.2773 31.7599
H115 -3.9443 -18.0443 27.4974
H116 -2.8244 -16.6541 27.6376
H117 -3.0178 -17.8234 28.9559
H118 -4.9429 -14.3369 28.4260
H119 -4.4773 -15.2885 27.0623
H120 -6.1112 -15.4762 27.7647
H121 -5.1290 -20.0524 29.4006
H122 -3.8428 -19.5368 30.4983
H123 -5.4704 -20.2307 31.1515
H124 -7.4883 -17.4501 30.2775
H125 -7.5045 -19.2432 30.5866
H126 -7.1868 -18.5867 28.9403
O8 -3.0275 -24.1698 32.4935
P8 -2.6433 -23.9170 31.0696
N22 -2.1909 -22.2848 30.9032
C43 -1.6320 -21.5026 32.0195
C44 -2.0472 -21.7435 29.5760
N23 -3.8272 -24.1813 29.9391
C45 -5.2117 -24.0719 30.4489
C46 -3.6650 -24.5426 28.4889
N24 -1.3966 -24.8519 30.5101
C47 -1.5897 -26.3010 30.6380
C48 -0.0330 -24.4057 30.5629
H127 -1.9739 -21.9523 32.9355
H128 -2.0498 -20.4449 32.0550
H129 -0.5593 -21.4186 31.9862
H130 -3.0130 -21.8923 29.0851
H131 -1.2589 -22.1694 28.9396
H132 -1.7786 -20.6095 29.6413
H133 -5.7020 -25.0223 30.4665
H134 -5.2945 -23.7457 31.4722
H135 -5.7555 -23.3862 29.7434
H136 -2.7222 -24.3040 28.0580
H137 -3.8479 -25.6193 28.4858
H138 -4.4396 -24.0705 27.9122
H139 -1.4583 -26.5893 31.6833
H140 -2.5968 -26.5797 30.2003
H141 -0.8489 -26.6879 29.9391
H142 -0.0268 -23.2957 30.5035
H143 0.5324 -24.8041 29.7025
H144 0.4586 -24.7346 31.5064
O9 3.1198 -14.4108 27.7722
P9 3.4782 -15.7319 27.2338
N25 3.5769 -15.9173 25.6022
C49 4.7610 -15.4502 24.8346
C50 2.3954 -15.5996 24.8606
N26 2.1479 -16.7768 27.5349
C51 1.1346 -16.2641 28.4496
C52 1.8794 -18.1200 26.9432
N27 4.9752 -16.2520 27.8325
C53 5.9278 -15.2944 28.3527
C54 5.4450 -17.5198 27.3880
H145 4.6876 -15.7676 23.7696
H146 5.7022 -15.6519 25.3046
H147 4.6683 -14.4089 24.7146
H148 1.5241 -15.7221 25.4615
H149 2.3795 -16.3225 24.0194
H150 2.4032 -14.5399 24.5060
H151 0.1154 -16.6453 28.1898
H152 1.3562 -16.6388 29.4734
H153 1.1794 -15.2135 28.4282
H154 0.7953 -18.2084 26.4846
H155 2.4910 -18.4145 26.1185
H156 1.8363 -18.8447 27.7382
H157 6.4300 -15.7354 29.2457
H158 6.6834 -14.9905 27.5968
H159 5.3487 -14.4293 28.5390
H160 6.1537 -17.4894 26.4944
H161 4.6351 -18.1653 27.1075
H162 6.0541 -17.9822 28.1499
O10 4.6809 -15.8183 34.2455
P10 3.6833 -15.8126 33.1463
N28 2.0856 -15.6467 33.7929
C55 0.7539 -15.9106 33.2617
C56 2.1306 -14.8709 34.9822
N29 3.5215 -17.2147 32.2543
C57 3.0831 -18.4354 32.8140
C58 4.3852 -17.4254 31.0822
N30 4.0284 -14.7368 31.9886
C59 2.8813 -14.1119 31.3184
C60 5.3401 -13.9648 31.9700
H163 0.7859 -16.5430 32.3547
H164 0.2160 -15.0060 32.8596
H165 0.1114 -16.3685 33.9843
H166 2.2284 -13.7949 34.8009
H167 3.0072 -15.1087 35.5586
H168 1.2735 -14.9770 35.6185
H169 2.2725 -18.2671 33.5270
H170 2.7584 -19.2042 32.1255
H171 3.8304 -18.8853 33.5213
H172 4.2261 -18.4689 30.6948
H173 4.2379 -16.6050 30.4322
H174 5.4379 -17.4488 31.3852
H175 2.4720 -13.2590 31.8249
H176 3.1626 -13.7539 30.2203
H177 2.0759 -14.8394 31.3112
H178 5.9159 -14.2181 32.7918
H179 5.1065 -12.9009 31.9655
H180 5.7705 -14.2923 30.9988
C61 1.6308 -21.4177 24.2497
C62 2.5985 -20.3610 23.6624
C63 3.2711 -20.8650 22.3544
F1 2.4173 -21.0959 21.3625
F2 4.1793 -19.9181 22.0593
F3 1.8515 -19.2556 23.2624
F4 3.5973 -19.9716 24.5124
O11 0.6177 -20.6081 24.9194
C64 -0.4487 -21.2963 25.3470
C65 -1.5065 -20.3208 25.9550
F5 -2.5705 -21.1586 26.3509
F6 -0.9890 -19.7919 27.1372
F7 -0.9977 -21.9324 24.2259
F8 -0.1409 -22.3181 26.1864
H181 2.2082 -21.9028 25.0039
H182 1.2635 -22.0029 23.4164
H183 3.8240 -21.7972 22.5033
H184 -1.7218 -19.3835 25.3621

Properties
SMILES: FC(F)C(F)(F)COC(F)(F)C(F)F.CN(C)P(=O)(N(C)C)N(C)C.CN(C)P(=O)(N(C)C)N(C)C.CN(C)P(=O)(N(C)C)N(C)C.CN(C)P(=O)(N(C)C)N(C)C.CN(C)P(=O)(N(C)C)N(C)C.CN(C)P(=O)(N(C)C)N(C)C.CN(C)P(=O)(N(C)C)N(C)C.CN(C)P(=O)(N(C)C)N(C)C.CN(C)P(=O)(N(C)C)N(C)C.CN(C)P(=O)(N(C)C)N(C)C
Net charge: 0
F_max in eV/Å: 4.23
Kohn-Sham gap in eV: 8.17

Entry 2:
This record from the Open Molecules 2025 dataset describes a 2-piece molecular cluster, C3H8N5 overall in a non-equilibrium geometry. The level of theory is ωB97M-V with the def2-TZVPD basis set.

Element x y z (Å)
C1 -0.0308 0.0557 -0.0101
C2 -1.1215 2.3130 0.0588
C3 0.1753 -2.4374 0.0464
N1 -2.1532 0.1336 0.2233
N2 -1.8235 -1.0854 0.2156
N3 -1.0663 0.8836 0.0868
N4 -0.5068 -1.1815 0.0742
N5 2.8697 0.1765 -0.2466
H1 -0.1128 2.7196 0.0578
H2 -1.6575 2.6404 -0.8323
H3 -1.6683 2.6666 0.9337
H4 0.4619 -2.7278 1.0585
H5 -0.5052 -3.1869 -0.3529
H6 1.0709 -2.3572 -0.5666
H7 2.9509 0.5199 -1.1986
H8 3.1172 0.8672 0.4518

Properties
Net charge: +1
F_max in eV/Å: 2.00
Kohn-Sham gap (alpha / beta) in eV: 10.22 / 8.16
Relative energy (zero: lowest compared OMol25 entry of this formula, charge and spin) in eV: 6.216

- The lowest F_max belongs to which entry?
  C3H8N5

- Look up the net charge of the second one.
  +1

What did the second record say?
This record from the Open Molecules 2025 dataset describes a 2-piece molecular cluster, C3H8N5 overall in a non-equilibrium geometry. The level of theory is ωB97M-V with the def2-TZVPD basis set.

Element x y z (Å)
C1 -0.0308 0.0557 -0.0101
C2 -1.1215 2.3130 0.0588
C3 0.1753 -2.4374 0.0464
N1 -2.1532 0.1336 0.2233
N2 -1.8235 -1.0854 0.2156
N3 -1.0663 0.8836 0.0868
N4 -0.5068 -1.1815 0.0742
N5 2.8697 0.1765 -0.2466
H1 -0.1128 2.7196 0.0578
H2 -1.6575 2.6404 -0.8323
H3 -1.6683 2.6666 0.9337
H4 0.4619 -2.7278 1.0585
H5 -0.5052 -3.1869 -0.3529
H6 1.0709 -2.3572 -0.5666
H7 2.9509 0.5199 -1.1986
H8 3.1172 0.8672 0.4518

Properties
Net charge: +1
F_max in eV/Å: 2.00
Kohn-Sham gap (alpha / beta) in eV: 10.22 / 8.16
Relative energy (zero: lowest compared OMol25 entry of this formula, charge and spin) in eV: 6.216